{
  "formula": "C66H47F9KN4O4P",
  "method": "ωB97M-V with the def2-TZVPD basis set",
  "species": ["K", "O", "C", "C", "C", "C", "C", "C", "C", "C", "C", "O", "C", "C", "C", "C", "C", "C", "C", "C", "C", "C", "C", "C", "N", "C", "C", "C", "C", "C", "C", "C", "C", "C", "C", "C", "C", "H", "H", "H", "H", "H", "H", "H", "H", "H", "H", "H", "H", "H", "H", "H", "H", "H", "H", "H", "H", "H", "H", "H", "H", "H", "H", "H", "O", "C", "N", "C", "O", "C", "C", "C", "C", "C", "N", "C", "C", "C", "C", "C", "N", "H", "H", "H", "H", "H", "H", "H", "H", "F", "C", "F", "F", "C", "C", "C", "C", "C", "C", "P", "C", "C", "C", "C", "C", "C", "C", "F", "F", "F", "C", "C", "C", "C", "C", "C", "C", "F", "F", "F", "H", "H", "H", "H", "H", "H", "H", "H", "H", "H", "H", "H"],
  "xyz": [[-0.20998, 0.70925, 0.45601], [-1.38487, 1.78534, 1.87279], [-2.69654, 1.88949, 1.87384], [-3.36819, 0.81182, 0.88765], [-3.24168, -0.56820, 1.38156], [-4.27138, -1.10281, 2.16792], [-4.19865, -2.41712, 2.56587], [-3.08337, -3.15960, 2.20747], [-2.05649, -2.52931, 1.50504], [-0.79490, -3.28119, 1.20539], [0.52466, -2.51779, 1.53438], [0.92308, -1.70848, 0.48429], [0.41393, -1.69935, 2.82324], [-0.44819, -2.02250, 3.86416], [-0.39430, -1.33229, 5.06101], [0.53205, -0.32358, 5.24699], [1.38106, 0.01553, 4.20890], [1.32034, -0.66576, 3.01060], [1.61024, -3.53131, 1.92850], [1.43355, -4.36921, 3.02511], [2.47315, -5.14557, 3.49414], [3.70795, -5.11723, 2.86631], [3.88748, -4.31222, 1.75637], [2.84661, -3.52130, 1.30170], [-2.15596, -1.27912, 1.08231], [-3.27994, 1.73517, 3.30399], [-4.61180, 1.90026, 3.66648], [-4.98909, 1.89775, 4.99899], [-4.05084, 1.70910, 5.99905], [-2.72795, 1.50193, 5.64895], [-2.35499, 1.52120, 4.31968], [-3.20236, 3.27553, 1.38494], [-2.26821, 4.30169, 1.36879], [-2.61433, 5.58712, 1.00152], [-3.92083, 5.87966, 0.65257], [-4.86019, 4.86522, 0.64488], [-4.50458, 3.57632, 1.00137], [-2.84599, 0.95739, -0.05794], [-4.42581, 1.03834, 0.77242], [-5.11598, -0.48449, 2.43223], [-4.99502, -2.86874, 3.14400], [-3.01209, -4.20313, 2.48889], [-0.76664, -3.48454, 0.13439], [-0.81839, -4.23746, 1.73426], [-1.17962, -2.81019, 3.75809], [-1.08990, -1.58776, 5.84922], [0.58456, 0.19885, 6.19197], [2.09675, 0.81395, 4.33342], [1.99180, -0.41649, 2.20120], [0.49213, -4.38217, 3.55328], [2.32895, -5.75670, 4.37414], [4.52507, -5.71077, 3.25246], [4.84779, -4.27846, 1.25571], [2.99512, -2.86048, 0.46208], [-5.37512, 2.05696, 2.91887], [-6.02816, 2.06041, 5.26136], [-4.34899, 1.73628, 7.04025], [-1.98312, 1.34487, 6.41921], [-1.32515, 1.39600, 4.01778], [-1.25850, 4.03916, 1.64591], [-1.85868, 6.35689, 0.97292], [-4.20282, 6.88564, 0.37330], [-5.88253, 5.07436, 0.35142], [-5.27462, 2.81697, 0.95959], [-0.64248, 3.47873, -4.12972], [-0.83960, 3.07761, -2.97797], [-0.41521, 3.57661, -1.83963], [-0.22174, 4.80935, -1.41251], [-0.86733, 5.82533, -1.68017], [0.86649, 4.90840, -0.36001], [1.17647, 6.17924, 0.13167], [2.16961, 6.31392, 1.08027], [2.82589, 5.17347, 1.51980], [2.46550, 3.96178, 0.94717], [1.52309, 3.82433, 0.03294], [-1.44403, 1.69668, -2.84227], [-2.48242, 1.32443, -3.80471], [-3.06434, 0.12766, -3.75650], [-2.57644, -0.94001, -2.83281], [-1.35199, -0.46445, -2.00638], [-0.97753, 0.90259, -1.96663], [0.61800, 7.02202, -0.24950], [2.43731, 7.28856, 1.46902], [3.59977, 5.23149, 2.27440], [2.97037, 3.04490, 1.22823], [-2.78821, 2.09036, -4.50290], [-3.91008, -0.12083, -4.38713], [-3.39906, -1.36760, -2.25114], [-1.36170, -0.86290, -0.99186], [7.27073, -4.73613, -2.71390], [7.24324, -3.41329, -2.45014], [7.76762, -2.82991, -3.55668], [8.16769, -3.22192, -1.48490], [5.88538, -2.89909, -2.10105], [5.73209, -1.65661, -1.48736], [4.46560, -1.19360, -1.21092], [3.32207, -1.91879, -1.55703], [3.49887, -3.14655, -2.19131], [4.76236, -3.64035, -2.44828], [1.72112, -1.03798, -1.22424], [2.18908, 0.05352, -2.74208], [2.00605, 1.41329, -2.52292], [2.31459, 2.34625, -3.49760], [2.83782, 1.92015, -4.70843], [3.03695, 0.56245, -4.94166], [2.70602, -0.35992, -3.96868], [3.24369, 2.89599, -5.76431], [2.94798, 2.48526, -7.01886], [2.73276, 4.11763, -5.63631], [4.59821, 3.07919, -5.79104], [0.54455, -2.08537, -2.12804], [0.29631, -3.38861, -1.86673], [-0.86254, -4.05509, -2.38634], [-1.79722, -3.42193, -3.12142], [-1.66566, -1.98731, -3.53349], [-0.42850, -1.29750, -2.92277], [-2.95731, -4.15942, -3.68207], [-3.03157, -5.44583, -3.28092], [-4.16034, -3.62229, -3.38511], [-2.93823, -4.21671, -5.04088], [6.60155, -1.06786, -1.23424], [4.32678, -0.23664, -0.72932], [2.64915, -3.72963, -2.50566], [4.88788, -4.60314, -2.92429], [1.59413, 1.75298, -1.58075], [2.13894, 3.39295, -3.31661], [3.45174, 0.24120, -5.88656], [2.85103, -1.41644, -4.16393], [0.93712, -3.94655, -1.19767], [-0.98323, -5.10738, -2.15713], [-1.72482, -1.92356, -4.62682], [0.07047, -0.65030, -3.64637]],
  "lowdin_charge": [0.76, -0.39, -0.54, -0.04, -0.24, -0.01, -0.06, -0.05, -0.28, -0.03, -0.45, -0.43, -0.14, -0.04, -0.08, -0.11, -0.07, -0.03, -0.12, -0.04, -0.10, -0.12, -0.08, -0.01, 0.17, -0.11, -0.05, -0.11, -0.12, -0.09, -0.01, -0.12, -0.01, -0.08, -0.11, -0.10, -0.06, 0.11, 0.10, 0.10, 0.10, 0.11, 0.10, 0.11, 0.10, 0.10, 0.09, 0.10, 0.12, 0.10, 0.09, 0.09, 0.10, 0.07, 0.09, 0.09, 0.08, 0.09, 0.10, 0.11, 0.09, 0.09, 0.09, 0.09, 0.02, -0.49, 0.18, -0.48, 0.01, -0.19, -0.02, -0.08, -0.08, -0.15, 0.13, -0.18, 0.01, -0.02, -0.16, -0.27, 0.07, 0.11, 0.09, 0.09, 0.10, 0.11, 0.11, 0.14, 0.09, 0.11, -0.58, 0.12, 0.12, -0.14, -0.01, -0.08, -0.34, -0.08, -0.01, 1.09, -0.32, -0.09, 0.00, -0.13, -0.02, -0.08, -0.58, 0.11, 0.15, 0.10, -0.25, -0.11, 0.00, -0.09, -0.13, -0.17, -0.57, 0.11, 0.13, 0.11, 0.12, 0.11, 0.09, 0.11, 0.06, 0.12, 0.11, 0.10, 0.11, 0.12, 0.15, 0.15],
  "total_energy_ha": -4903.4490,
  "max_force_ha_per_bohr": 0.0451,
  "orbital_gap_ev": 6.62,
  "total_charge": -2,
  "homo_energy_ev": -2.95,
  "relative_energy_kcal_mol": 82.6,
  "spin_multiplicity": 1,
  "lumo_ha": 0.135
}